(1)
Entry from the OMol25 dataset: 2 unconnected molecules or ions with the total composition C5H9NS (ωB97M-V/def2-TZVPD).

Properties
Energy above the lowest of the compared OMol25 structures with the same formula, charge and spin (kJ/mol): 431.9
Charge: 0
HOMO (spin up / spin down) (eV): -8.78 / -8.77
SMILES: C1CC12CC2.N=S

CARTESIAN COORDINATES (ANGSTROEM)
C 0.065 0.647 -1.086
C -1.036 1.329 -0.332
C -0.775 -0.136 -0.078
C -0.704 -1.030 1.020
C -1.605 -1.303 -0.172
H -0.166 0.245 -2.136
H 1.101 0.864 -1.033
H -0.700 1.971 0.505
H -1.980 1.522 -0.745
H -1.143 -0.764 1.992
H 0.294 -1.481 1.060
H -2.685 -1.187 0.034
H -1.283 -2.078 -0.856
N 3.249 0.821 0.695
S 3.312 -0.725 0.776
H 4.056 1.303 0.357

(2)
Entry from the OMol25 dataset: C5H9NS2 in the gas phase (ωB97M-V/def2-TZVPD).

Properties
Energy above the lowest of the compared OMol25 structures with the same formula, charge and spin (kJ/mol): 192.5
Charge: 0
HOMO (eV): -8.58
SMILES: C[C@@H]1NS[C@H](C)C1=S

CARTESIAN COORDINATES (ANGSTROEM)
C 1.824 0.411 1.115
C 0.633 -0.587 0.840
N 0.680 -1.473 -0.337
S -0.938 -1.973 -0.512
C -1.517 -0.260 -0.414
C -1.065 0.594 -1.578
C -0.740 0.134 0.850
S -1.067 1.394 1.855
H 1.690 1.160 0.363
H 2.716 -0.160 1.121
H 1.584 0.799 2.039
H 0.567 -1.365 1.811
H 0.954 -0.894 -1.167
H -2.674 -0.205 -0.227
H -0.906 -0.035 -2.386
H -0.117 1.088 -1.353
H -1.622 1.374 -2.017

(3)
Entry from the OMol25 dataset: C5H9NS2 in the gas phase (ωB97M-V/def2-TZVPD).

Properties
Energy above the lowest of the compared OMol25 structures with the same formula, charge and spin (kJ/mol): 76.8
Charge: 0
HOMO (eV): -8.62
SMILES: C=C(C)[C@@H](S)C(N)=S

CARTESIAN COORDINATES (ANGSTROEM)
C 0.578 0.400 -2.039
C 0.561 0.235 -0.730
C 1.176 1.260 0.212
C -0.043 -0.959 -0.054
S 1.205 -2.135 0.562
C -1.113 -0.630 1.027
N -1.876 0.398 0.640
S -1.354 -1.393 2.448
H 0.046 -0.249 -2.741
H 1.103 1.263 -2.538
H 0.493 1.430 1.009
H 2.054 0.834 0.675
H 1.601 2.186 -0.221
H -0.593 -1.601 -0.775
H 0.404 -2.648 1.528
H -2.460 0.876 1.305
H -1.784 0.733 -0.309

(4)
Entry from the OMol25 dataset: C5H9NSi in the gas phase (ωB97M-V/def2-TZVPD).

Properties
Energy above the lowest of the compared OMol25 structures with the same formula, charge and spin (kJ/mol): 361.8
Charge: 0
HOMO (eV): -8.66

CARTESIAN COORDINATES (ANGSTROEM)
C 2.185 0.527 -0.179
C 2.062 -0.956 -0.260
C 1.310 1.245 0.539
C 0.885 -1.415 0.139
C 0.061 -0.609 1.088
N -1.887 0.445 -1.178
Si -1.606 -0.040 0.429
H 2.927 1.104 -0.715
H 2.854 -1.450 -0.982
H 0.978 2.241 0.842
H 0.601 -2.539 0.050
H 0.278 -0.550 2.133
H -2.895 0.517 -1.620
H -1.144 0.217 -1.887
H -2.518 -1.102 0.580
H -1.979 1.090 1.074

(5)
Entry from the OMol25 dataset: a gas-phase ion, C5H9O (charge -1) (ωB97M-V/def2-TZVPD).

Properties
Energy above the lowest of the compared OMol25 structures with the same formula, charge and spin (kJ/mol): 88.3
Charge: -1
HOMO (eV): -2.08
SMILES: C=CCCC[O-]

CARTESIAN COORDINATES (ANGSTROEM)
C 0.152 1.330 2.128
C -0.356 0.860 0.940
C -0.305 -0.584 0.607
C -0.597 -0.757 -0.940
C 0.667 -0.435 -1.785
O 0.708 -0.995 -3.013
H 0.396 0.607 2.978
H 0.250 2.424 2.297
H -0.662 1.600 0.283
H -0.947 -1.286 1.192
H 0.710 -0.989 0.761
H -0.617 -1.803 -1.178
H -1.555 -0.118 -1.177
H 1.587 -0.615 -1.197
H 0.571 0.762 -1.897

(6)
Entry from the OMol25 dataset: a gas-phase ion, C5H9O (charge +1) (ωB97M-V/def2-TZVPD).

Properties
Energy above the lowest of the compared OMol25 structures with the same formula, charge and spin (kJ/mol): 338.5
Charge: +1
HOMO (eV): -14.85

CARTESIAN COORDINATES (ANGSTROEM)
C 0.076 0.964 -0.375
C -0.967 0.067 0.399
C 1.478 0.848 0.058
C 1.206 -1.358 -0.012
C -1.028 -1.323 -0.087
O 2.085 -0.416 0.081
H -0.132 0.987 -1.433
H -0.350 1.981 -0.020
H -0.804 0.015 1.473
H -1.981 0.569 0.240
H 2.192 1.357 -0.541
H 1.715 1.140 1.112
H 1.457 -2.329 -0.260
H -0.941 -1.718 -1.043
H -1.415 -1.952 0.598

(7)
Entry from the OMol25 dataset: a molecular structure, C5H9O3Pb (ωB97M-V/def2-TZVPD).

Properties
Energy above the lowest of the compared OMol25 structures with the same formula, charge and spin (kJ/mol): 123.5
Charge: 0
Expectation value of S²: 0.753
HOMO (spin up / spin down) (eV): -6.25 / -7.75
2S+1: 2

CARTESIAN COORDINATES (ANGSTROEM)
O -0.671 0.927 -0.391
Pb -3.207 1.647 -0.018
O -2.124 0.105 1.024
C -0.985 -0.096 0.473
C 0.334 0.725 -1.394
C 0.564 2.025 -2.126
H 1.254 0.383 -0.901
H -0.008 -0.064 -2.079
H 0.983 2.786 -1.455
H 1.273 1.852 -2.946
H -0.374 2.406 -2.552
O 0.094 -0.330 1.315
C 0.223 -1.716 1.446
C 0.776 -2.154 2.642
H -0.965 -1.530 0.358
H 1.398 -1.489 3.244
H 0.886 -3.224 2.813
H 0.550 -2.254 0.546

(8)
Entry from the OMol25 dataset: C5H9O5 in the gas phase (ωB97M-V/def2-TZVPD).

Properties
Energy above the lowest of the compared OMol25 structures with the same formula, charge and spin (kJ/mol): 552.0
Charge: 0
Expectation value of S²: 3.765
HOMO (spin up / spin down) (eV): -6.37 / -8.88
2S+1: 4

CARTESIAN COORDINATES (ANGSTROEM)
O 1.842 -0.575 0.363
O 2.228 -0.386 1.628
H -0.056 -0.928 1.180
C 0.413 -0.520 0.265
C 0.219 -1.483 -0.911
O 0.424 -2.842 -0.581
O -0.507 -3.026 0.564
C -0.113 0.867 0.076
C -0.788 1.239 -1.040
O -1.259 2.497 -1.067
C 0.024 1.884 1.151
H -0.792 -1.375 -1.314
H 0.971 -1.263 -1.680
H -0.082 -3.808 0.963
H -0.976 0.583 -1.898
H -1.731 2.676 -1.896
H 0.571 1.457 1.990
H 0.568 2.742 0.745
H -0.956 2.261 1.463

(9)
Entry from the OMol25 dataset: 2 unconnected molecules or ions with the total composition C5H9O7 (ωB97M-V/def2-TZVPD).

Properties
Energy above the lowest of the compared OMol25 structures with the same formula, charge and spin (kJ/mol): 220.7
Charge: 0
Expectation value of S²: 3.777
HOMO (spin up / spin down) (eV): -9.25 / -9.61
2S+1: 4

CARTESIAN COORDINATES (ANGSTROEM)
O -0.721 0.259 0.869
O 0.141 -0.359 0.239
H -0.878 1.679 2.881
C -1.354 2.302 2.124
C -2.704 2.085 1.781
H -3.092 2.817 1.029
O -3.442 1.187 2.211
C -0.680 3.598 1.832
C 0.001 3.588 0.461
C 0.372 3.906 2.962
O 1.339 2.870 3.063
O 2.228 3.324 4.152
O -1.592 4.692 1.692
O -2.114 4.976 3.041
H 0.766 2.808 0.418
H -0.750 3.397 -0.313
H 0.454 4.570 0.272
H 0.855 4.855 2.700
H -0.181 4.047 3.892
H 2.787 2.530 4.228
H -2.735 5.695 2.819

(10)
Entry from the OMol25 dataset: C5H9OP in the gas phase (ωB97M-V/def2-TZVPD).

Properties
Energy above the lowest of the compared OMol25 structures with the same formula, charge and spin (kJ/mol): 0.0
Charge: 0
Expectation value of S²: 2.024
HOMO (spin up / spin down) (eV): -7.00 / -10.02
2S+1: 3

CARTESIAN COORDINATES (ANGSTROEM)
C 1.354 -1.901 -0.222
C 1.335 -0.601 0.165
C -2.133 1.184 -0.059
C 0.170 0.061 0.669
C -0.956 0.235 -0.402
O 2.822 1.534 0.340
P 2.978 0.088 -0.030
H 2.260 -2.278 -0.664
H 0.496 -2.529 -0.341
H -2.140 1.147 1.062
H -1.961 2.135 -0.470
H -2.931 0.653 -0.520
H -0.114 -0.621 1.460
H 0.400 1.099 1.010
H -0.360 0.470 -1.305
H -1.219 -0.676 -0.693

(11)
Entry from the OMol25 dataset: C5H9P in the gas phase (ωB97M-V/def2-TZVPD).

Properties
Energy above the lowest of the compared OMol25 structures with the same formula, charge and spin (kJ/mol): 421.2
Charge: 0
HOMO (spin up / spin down) (eV): -8.15 / -7.68

CARTESIAN COORDINATES (ANGSTROEM)
C -1.509 -0.957 -0.158
C -0.438 -1.612 0.248
C -1.421 0.535 -0.310
C -0.150 1.128 0.323
C 1.007 0.483 -0.381
P 2.362 -0.582 0.143
H -2.561 -1.341 -0.153
H -0.027 -2.593 0.260
H -1.272 0.566 -1.383
H -2.397 1.016 -0.001
H -0.103 2.287 0.054
H -0.064 0.856 1.307
H 0.659 0.259 -1.458
H 2.380 -0.293 1.500
H 3.537 0.249 0.009

(12)
Entry from the OMol25 dataset: C5H9P in the gas phase (ωB97M-V/def2-TZVPD).

Properties
Energy above the lowest of the compared OMol25 structures with the same formula, charge and spin (kJ/mol): 161.2
Charge: 0
HOMO (eV): -8.49
SMILES: CC(C)C1=PC1

CARTESIAN COORDINATES (ANGSTROEM)
C 1.057 -0.236 1.304
C 0.336 0.629 0.152
C 0.973 0.292 -1.173
C -1.085 0.385 0.190
P -2.595 1.024 0.071
C -1.985 -0.705 -0.291
H 1.276 -1.252 0.791
H 0.543 -0.222 2.294
H 2.040 0.153 1.390
H 0.498 1.776 0.339
H 0.850 -0.792 -1.225
H 1.907 0.933 -1.055
H 0.373 0.687 -1.932
H -1.835 -1.164 -1.219
H -2.351 -1.509 0.365

(13)
Entry from the OMol25 dataset: a molecular structure, C5H9P (ωB97M-V/def2-TZVPD).

Properties
Energy above the lowest of the compared OMol25 structures with the same formula, charge and spin (kJ/mol): 181.4
Charge: 0
HOMO (eV): -8.26

CARTESIAN COORDINATES (ANGSTROEM)
C -1.515 1.025 0.136
C -0.559 1.931 -0.009
C -1.141 -0.461 0.435
C 0.009 -0.372 1.454
C 2.050 -0.143 -1.037
P 1.390 0.683 0.576
H -2.528 1.170 0.042
H -0.593 3.039 -0.210
H -1.873 -1.091 0.973
H -0.916 -1.087 -0.390
H -0.133 0.233 2.387
H 0.395 -1.304 1.783
H 1.237 0.151 -1.864
H 2.094 -1.197 -0.924
H 2.994 0.256 -1.105

(14)
Entry from the OMol25 dataset: 2 unconnected molecules or ions with the total composition C5H9P (ωB97M-V/def2-TZVPD).

Properties
Energy above the lowest of the compared OMol25 structures with the same formula, charge and spin (kJ/mol): 282.8
Charge: 0
HOMO (eV): -9.29
SMILES: C=C=CC.C=P

CARTESIAN COORDINATES (ANGSTROEM)
C 2.650 -0.088 0.082
C 1.548 0.554 0.476
C 0.467 1.241 0.743
C -0.496 0.928 1.842
H 2.481 -1.003 -0.467
H 3.576 -0.029 0.563
H 0.433 2.281 0.349
H -1.162 1.697 2.013
H 0.069 0.586 2.690
H -1.114 0.079 1.268
C -1.374 -1.108 -1.469
P -1.596 -1.125 -3.162
H -0.419 -0.898 -1.012
H -2.152 -1.672 -0.939
H -2.911 -1.441 -2.977

(15)
Entry from the OMol25 dataset: C5H9P in the gas phase (ωB97M-V/def2-TZVPD).

Properties
Energy above the lowest of the compared OMol25 structures with the same formula, charge and spin (kJ/mol): 233.1
Charge: 0
HOMO (eV): -8.04
SMILES: C=CC=P(=C)C

CARTESIAN COORDINATES (ANGSTROEM)
C -1.723 -0.369 0.099
C -1.310 0.950 0.230
C -0.054 1.409 0.491
P 1.253 0.174 0.781
C 0.214 -1.257 0.982
C 1.829 0.024 -1.047
H -2.106 -0.917 1.025
H -1.951 -0.761 -0.880
H -1.961 1.736 -0.231
H -0.047 2.512 0.529
H -0.057 -1.516 1.931
H 0.344 -2.106 0.323
H 0.895 0.170 -1.577
H 2.233 -0.906 -1.220
H 2.441 0.857 -1.437

(16)
Entry from the OMol25 dataset: 7 unconnected molecules or ions with the total composition C60H108N8O4S (ωB97M-V/def2-TZVPD).

Properties
Charge: +5
Expectation value of S²: 0.767
HOMO (spin up / spin down) (eV): -14.04 / -17.56
2S+1: 2

CARTESIAN COORDINATES (ANGSTROEM)
S -7.175 2.508 -11.964
O -5.951 3.315 -12.083
O -6.908 1.234 -11.263
O -8.172 3.328 -11.204
O -7.642 2.322 -13.335
C -6.094 1.357 -8.020
N -7.542 1.151 -8.035
C -8.156 0.210 -8.803
C -9.503 -0.104 -8.619
C -10.231 0.550 -7.682
C -9.616 1.521 -6.928
C -8.312 1.828 -7.101
C -11.734 0.134 -7.434
C -12.796 1.046 -7.197
C -14.189 0.664 -7.038
N -14.441 -0.622 -7.224
C -13.523 -1.567 -7.453
C -12.179 -1.245 -7.498
C -15.857 -1.088 -7.130
H -5.723 1.962 -7.193
H -5.850 1.832 -8.971
H -5.740 0.329 -7.949
H -7.476 -0.246 -9.508
H -10.141 -0.784 -9.163
H -10.151 2.004 -6.123
H -7.776 2.559 -6.514
H -12.504 2.057 -6.952
H -14.899 1.379 -6.649
H -13.747 -2.608 -7.634
H -11.328 -1.879 -7.696
H -16.238 -0.651 -6.207
H -15.910 -2.177 -7.115
H -16.537 -0.783 -7.926
C -11.579 11.848 -9.192
N -10.701 10.984 -9.956
C -10.177 9.896 -9.305
C -9.500 8.923 -10.070
C -9.203 9.232 -11.464
C -9.875 10.286 -12.040
C -10.668 11.177 -11.273
C -8.398 8.339 -12.312
C -8.647 6.964 -12.244
C -7.828 5.976 -12.950
N -6.799 6.443 -13.605
C -6.582 7.799 -13.786
C -7.425 8.745 -13.158
C -5.716 5.600 -14.114
H -11.699 12.795 -9.718
H -11.252 11.838 -8.152
H -12.566 11.394 -9.286
H -10.248 9.825 -8.230
H -9.013 8.117 -9.541
H -9.932 10.210 -13.115
H -11.348 11.887 -11.721
H -9.584 6.679 -11.789
H -8.022 4.913 -12.960
H -5.774 8.047 -14.458
H -7.355 9.800 -13.376
H -4.851 5.681 -13.456
H -5.369 5.850 -15.117
H -6.041 4.559 -14.094
C -8.757 5.494 -7.619
C -7.373 5.921 -8.124
C -6.390 4.839 -8.464
N -5.010 5.295 -9.059
C -4.219 4.002 -9.366
C -2.889 4.143 -10.220
C -2.981 5.180 -11.372
C -3.777 6.469 -10.995
C -5.092 6.283 -10.252
C -4.257 6.121 -7.960
H -8.626 5.073 -6.622
H -9.125 4.818 -8.390
H -9.427 6.347 -7.503
H -6.968 6.592 -7.366
H -7.498 6.476 -9.054
H -6.748 4.302 -9.342
H -6.185 4.170 -7.628
H -4.804 3.348 -10.013
H -4.049 3.561 -8.384
H -2.625 3.168 -10.628
H -2.097 4.517 -9.571
H -3.447 4.652 -12.204
H -1.940 5.410 -11.598
H -4.085 7.012 -11.890
H -3.151 7.113 -10.377
H -5.755 5.844 -10.998
H -5.610 7.199 -9.968
H -4.821 7.040 -7.801
H -3.194 6.088 -8.200
H -4.283 5.564 -7.024
C -14.918 -0.029 -14.371
C -13.533 0.579 -14.229
C -13.233 1.155 -12.735
N -11.811 1.744 -12.389
C -11.334 3.041 -13.186
C -12.093 4.310 -12.661
C -11.751 4.395 -11.157
C -12.246 3.212 -10.349
C -11.744 1.926 -10.813
C -10.800 0.658 -12.936
H -15.545 0.558 -13.700
H -14.972 -1.034 -13.952
H -15.506 0.002 -15.289
H -13.452 1.434 -14.900
H -12.680 -0.011 -14.564
H -13.599 0.380 -12.061
H -13.878 2.027 -12.630
H -11.383 2.811 -14.251
H -10.275 3.234 -13.013
H -13.135 4.106 -12.909
H -11.657 5.185 -13.145
H -12.214 5.346 -10.892
H -10.719 4.592 -10.865
H -13.327 3.094 -10.279
H -11.879 3.418 -9.344
H -12.277 1.052 -10.439
H -10.731 1.970 -10.411
H -9.823 0.929 -12.536
H -10.723 0.690 -14.023
H -11.113 -0.305 -12.532
C -9.894 2.194 -20.124
C -8.875 1.466 -19.209
C -8.109 2.235 -18.058
N -7.352 1.240 -17.064
C -6.430 0.154 -17.683
C -5.924 -0.833 -16.552
C -7.121 -1.491 -15.683
C -7.983 -0.483 -15.090
C -8.465 0.560 -16.174
C -6.468 2.128 -16.150
H -10.675 2.694 -19.551
H -10.322 1.528 -20.873
H -9.571 3.013 -20.767
H -8.104 1.102 -19.888
H -9.371 0.614 -18.744
H -8.808 2.913 -17.569
H -7.359 2.860 -18.543
H -7.079 -0.434 -18.332
H -5.772 0.883 -18.157
H -5.354 -1.676 -16.943
H -5.347 -0.315 -15.786
H -7.650 -2.147 -16.374
H -6.741 -2.160 -14.911
H -8.851 -0.886 -14.568
H -7.763 0.106 -14.200
H -9.250 0.205 -16.841
H -9.016 1.395 -15.740
H -5.659 2.592 -16.714
H -6.103 1.605 -15.266
H -7.083 2.927 -15.737
C -2.689 1.901 -14.166
C -3.614 1.125 -13.198
C -3.085 -0.294 -12.768
N -3.929 -1.010 -11.677
C -3.174 -2.403 -11.413
C -3.956 -3.280 -10.387
C -5.231 -3.740 -10.972
C -6.092 -2.521 -11.427
C -5.323 -1.421 -12.258
C -4.035 -0.101 -10.353
H -2.364 1.215 -14.949
H -1.797 2.406 -13.797
H -3.311 2.640 -14.670
H -4.568 0.966 -13.703
H -3.846 1.784 -12.361
H -2.082 -0.203 -12.351
H -3.093 -1.058 -13.546
H -3.131 -2.979 -12.338
H -2.206 -2.131 -10.992
H -3.379 -4.139 -10.045
H -4.143 -2.815 -9.419
H -4.827 -4.243 -11.851
H -5.812 -4.385 -10.313
H -6.953 -2.750 -12.055
H -6.473 -1.995 -10.551
H -4.994 -1.899 -13.181
H -5.920 -0.538 -12.484
H -3.072 0.321 -10.067
H -4.502 -0.713 -9.581
H -4.640 0.778 -10.577